{"formula": "C3H6Br2ClO2P", "method": "ωB97M-V/def2-TZVPD", "energy_ha": -6217.991432, "e_lumo_ev": 0.2, "e_homo_ev": -9.94, "homo_lumo_gap_ev": 10.172, "elements": ["Br", "Br", "Cl", "P", "O", "O", "C", "C", "C", "H", "H", "H", "H", "H", "H"], "positions_angstrom": [[3.233, -1.603, 0.417], [-3.127, -0.148, -3.153], [-0.705, 1.583, -1.572], [-2.268, 1.851, -2.783], [0.013, 0.454, 0.760], [-3.220, 2.653, -2.068], [1.339, -1.425, 0.192], [0.747, -0.381, 1.196], [1.062, -0.387, 2.658], [0.735, -2.305, 0.380], [1.051, -1.069, -0.770], [0.937, 0.560, 3.019], [-2.090, 2.169, -4.151], [0.309, -1.163, 2.890], [1.982, -0.789, 2.984]]}

=====

{"formula": "C7H28N14O7", "method": "ωB97M-V/def2-TZVPD", "energy_ha": -1577.091176, "e_lumo_ev": -0.1, "e_homo_ev": -8.97, "homo_lumo_gap_ev": 8.886, "relative_energy_ev": 0.3680, "elements": ["O", "O", "O", "O", "O", "O", "O", "N", "N", "N", "N", "N", "N", "N", "N", "N", "N", "N", "N", "N", "N", "C", "C", "C", "C", "C", "C", "C", "H", "H", "H", "H", "H", "H", "H", "H", "H", "H", "H", "H", "H", "H", "H", "H", "H", "H", "H", "H", "H", "H", "H", "H", "H", "H", "H", "H"], "positions_angstrom": [[-21.031, 12.300, -24.394], [-30.020, 10.950, -20.018], [-21.575, 10.050, -20.910], [-24.949, 9.979, -22.432], [-24.329, 14.323, -16.937], [-18.932, 11.135, -18.743], [-26.879, 10.122, -17.911], [-22.702, 10.819, -23.867], [-26.391, 13.622, -17.660], [-20.012, 8.574, -21.691], [-26.176, 8.002, -17.399], [-28.347, 8.631, -17.024], [-22.265, 8.246, -22.081], [-19.547, 11.470, -16.565], [-30.268, 9.104, -21.329], [-24.235, 10.097, -20.282], [-26.482, 10.098, -20.777], [-23.111, 13.078, -23.910], [-24.731, 12.095, -17.247], [-21.085, 10.746, -18.117], [-29.531, 11.072, -22.240], [-29.955, 10.422, -21.106], [-25.090, 13.423, -17.224], [-25.223, 10.079, -21.225], [-22.195, 12.065, -24.123], [-21.284, 9.033, -21.527], [-27.092, 9.010, -17.426], [-19.800, 11.110, -17.888], [-24.570, 10.328, -19.362], [-23.642, 10.786, -23.489], [-21.645, 10.509, -17.320], [-26.964, 12.795, -17.652], [-28.602, 7.671, -17.179], [-26.781, 9.996, -19.814], [-30.712, 8.642, -20.558], [-23.916, 11.816, -16.736], [-21.322, 10.414, -19.045], [-29.052, 9.337, -17.155], [-25.404, 11.407, -17.546], [-26.465, 7.182, -16.895], [-23.999, 12.923, -23.466], [-26.760, 14.548, -17.558], [-22.021, 7.460, -22.654], [-29.433, 12.071, -22.251], [-27.239, 10.101, -21.439], [-25.234, 8.107, -17.724], [-29.651, 10.638, -23.138], [-22.726, 13.994, -23.769], [-19.861, 7.600, -21.868], [-23.156, 8.703, -22.225], [-30.034, 8.578, -22.149], [-23.271, 10.220, -20.574], [-19.285, 9.189, -21.364], [-18.582, 11.505, -16.296], [-20.160, 12.138, -16.133], [-22.129, 10.046, -24.137]]}

=====

{"formula": "C2H5N2", "method": "ωB97M-V/def2-TZVPD", "energy_ha": -188.396369, "charge": 1, "e_lumo_ev": -4.7, "e_homo_ev": -16.35, "homo_lumo_gap_ev": 11.647, "relative_energy_ev": 0.5204, "elements": ["N", "N", "C", "C", "H", "H", "H", "H", "H"], "positions_angstrom": [[0.867, -0.586, 0.160], [-0.541, 0.804, 0.147], [-0.723, -0.628, 0.082], [0.769, 0.734, 0.029], [-1.122, 1.553, -0.240], [1.410, -1.371, -0.255], [1.498, 1.545, 0.123], [-0.803, -1.016, -0.939], [-1.356, -1.034, 0.895]]}

=====

{"formula": "C13H39N4O4P2", "method": "ωB97M-V/def2-TZVPD", "energy_ha": -1721.000923, "charge": 1, "e_lumo_ev": -6.4, "e_homo_ev": -11.75, "homo_lumo_gap_ev": 5.361, "elements": ["P", "P", "O", "O", "O", "O", "N", "N", "N", "N", "C", "C", "C", "C", "C", "C", "C", "C", "C", "C", "C", "C", "C", "H", "H", "H", "H", "H", "H", "H", "H", "H", "H", "H", "H", "H", "H", "H", "H", "H", "H", "H", "H", "H", "H", "H", "H", "H", "H", "H", "H", "H", "H", "H", "H", "H", "H", "H", "H", "H", "H", "H"], "positions_angstrom": [[0.575, -3.659, -3.132], [3.051, -1.650, -0.213], [-3.954, -2.566, -2.608], [4.247, -2.030, 0.505], [4.642, 2.436, 1.373], [-1.600, 1.723, 1.002], [-0.016, -4.972, -3.677], [0.017, -1.303, -0.949], [0.328, -3.625, -1.365], [1.627, -2.572, 0.274], [-3.733, 2.827, 1.561], [-0.419, 3.797, 0.361], [0.632, -2.482, -0.680], [7.078, 2.071, 1.491], [4.241, 2.141, 3.789], [5.918, 3.050, 1.492], [4.298, 1.530, 2.401], [-5.750, -3.727, -1.378], [-4.274, -3.407, -1.512], [-4.558, -1.283, -2.592], [-2.392, 2.299, 2.036], [-4.183, -0.431, -1.390], [-1.243, 2.595, -0.062], [5.952, 3.689, 2.381], [5.221, 2.482, 4.123], [-0.048, -2.525, -3.663], [-5.907, -4.442, -0.570], [-2.549, 1.496, 2.755], [-4.612, 0.565, -1.490], [-4.293, 2.044, 1.048], [5.996, 3.711, 0.630], [2.654, -0.311, -0.087], [-2.133, 2.913, -0.615], [3.303, 1.162, 2.131], [-3.721, -4.333, -1.686], [-4.216, -0.795, -3.505], [-0.652, 1.981, -0.748], [7.045, 1.438, 0.604], [-1.828, 3.080, 2.554], [-0.985, 4.468, 1.007], [1.941, -3.550, -3.420], [-6.130, -4.157, -2.304], [-0.662, -3.847, -1.220], [-0.546, -0.774, -0.292], [4.969, 0.663, 2.385], [0.471, 3.481, 0.907], [-3.888, -2.978, -0.576], [7.065, 1.419, 2.366], [8.022, 2.614, 1.498], [1.309, -2.137, 1.146], [-3.097, -0.332, -1.311], [-5.645, -1.372, -2.674], [0.158, -0.881, -1.856], [3.074, -1.909, -1.593], [-6.342, -2.840, -1.154], [-4.548, -0.856, -0.454], [-3.624, 3.666, 0.872], [3.884, 1.405, 4.510], [-4.317, 3.173, 2.412], [-0.108, 4.365, -0.515], [3.568, 2.999, 3.802], [0.691, -5.538, -4.124]]}

=====

{"formula": "C33H74BBrN2O15Sb", "method": "ωB97M-V/def2-TZVPD", "energy_ha": -5378.964272, "charge": -1, "e_lumo_ev": 1.8, "e_homo_ev": -3.30, "homo_lumo_gap_ev": 5.046, "elements": ["Sb", "Br", "O", "O", "O", "O", "O", "O", "O", "O", "O", "O", "O", "O", "O", "O", "O", "N", "N", "C", "C", "C", "C", "C", "C", "C", "C", "C", "C", "C", "C", "C", "C", "C", "C", "C", "C", "C", "C", "C", "C", "C", "C", "C", "C", "C", "C", "C", "C", "C", "C", "C", "B", "H", "H", "H", "H", "H", "H", "H", "H", "H", "H", "H", "H", "H", "H", "H", "H", "H", "H", "H", "H", "H", "H", "H", "H", "H", "H", "H", "H", "H", "H", "H", "H", "H", "H", "H", "H", "H", "H", "H", "H", "H", "H", "H", "H", "H", "H", "H", "H", "H", "H", "H", "H", "H", "H", "H", "H", "H", "H", "H", "H", "H", "H", "H", "H", "H", "H", "H", "H", "H", "H", "H", "H", "H", "H"], "positions_angstrom": [[3.350, 1.472, -2.994], [0.103, -2.338, -4.387], [-6.767, 2.274, -0.384], [-3.647, 0.761, 4.178], [11.606, 0.737, -4.151], [1.177, 0.033, 4.694], [13.790, 0.712, -4.308], [-4.551, 2.734, 4.001], [-8.768, -2.075, 2.561], [-1.560, 1.160, 0.127], [3.485, -5.646, 1.980], [2.192, -4.210, 0.956], [0.180, 2.418, -0.338], [-0.062, -1.743, 4.366], [4.574, -0.721, -5.108], [-7.129, 2.036, 1.755], [-8.513, -1.039, 0.650], [5.784, -0.767, -2.992], [2.943, 0.108, -1.349], [-3.657, -1.080, 5.818], [0.734, -0.969, 3.900], [-1.016, 3.083, 1.603], [-2.591, 0.767, 1.045], [3.763, -5.575, -0.382], [-2.854, -0.212, 4.874], [1.538, 2.078, 3.393], [-0.743, 2.204, 0.396], [7.086, -0.279, -3.404], [-8.327, -2.112, 1.441], [-8.687, -1.644, -1.721], [0.355, 0.353, -3.351], [-9.044, 1.230, 2.967], [-8.759, 3.314, 0.393], [-3.857, 1.592, 0.972], [-7.908, -0.916, -0.647], [-4.061, 1.914, 4.731], [2.150, 0.979, 4.236], [12.778, 1.356, -4.376], [0.370, -1.083, -2.902], [0.735, -4.311, -1.017], [1.571, 0.780, -4.165], [1.751, -3.514, -0.233], [12.801, 2.829, -4.736], [-7.916, 2.236, 2.936], [3.150, -5.146, 0.935], [5.720, -2.211, -2.830], [-3.918, 2.129, 6.220], [10.353, 1.438, -4.154], [-7.587, -3.322, 0.915], [-7.479, 2.520, 0.555], [9.812, 1.655, -5.550], [1.188, -1.058, 2.463], [4.694, -0.212, -3.830], [1.142, -5.255, -1.382], [7.031, 0.806, -3.488], [6.722, -2.618, -2.717], [3.315, -6.526, -0.668], [-2.800, -0.268, 0.777], [4.793, 2.090, -2.076], [-8.248, 3.273, 3.013], [1.336, -1.328, -2.482], [-7.216, 2.070, 3.752], [7.421, -0.669, -4.374], [1.864, -0.008, -4.857], [3.767, -1.221, -5.234], [2.106, -0.526, 2.233], [2.961, 0.467, 3.718], [-9.711, -1.271, -1.759], [2.302, 2.802, 3.108], [2.365, 2.694, -2.221], [13.656, 3.278, -4.238], [7.832, -0.505, -2.643], [-9.639, 1.314, 3.877], [-1.490, 3.998, 1.251], [-8.323, -4.083, 0.662], [2.603, -3.204, -0.831], [3.869, -0.122, -0.994], [-7.908, 0.155, -0.836], [-3.189, 1.483, 6.700], [1.087, 1.688, 2.481], [11.905, 3.380, -4.467], [-8.727, -2.718, -1.540], [-9.152, 3.739, 1.312], [-4.891, 1.964, 6.681], [-4.116, -0.503, 6.621], [0.265, 0.973, -2.457], [-2.436, -0.827, 4.081], [0.762, 2.596, 3.960], [5.254, -2.724, -3.675], [-1.649, 2.637, 2.365], [3.633, -4.868, -1.196], [-4.581, 1.216, 1.689], [-0.561, 0.509, -3.926], [-6.963, -3.705, 1.718], [-8.628, 0.229, 2.901], [9.694, 0.697, -6.055], [12.952, 2.909, -5.812], [-4.455, -1.585, 5.273], [-0.126, -4.542, -0.386], [-9.708, 1.355, 2.111], [-6.965, -3.132, 0.046], [9.679, 0.792, -3.596], [1.327, -2.105, 2.214], [-0.405, -1.309, -2.178], [-3.636, 3.167, 6.381], [10.476, 2.275, -6.154], [-4.300, 1.558, -0.021], [8.838, 2.142, -5.499], [-8.220, -1.479, -2.692], [-8.564, 4.116, -0.315], [-3.670, 2.636, 1.218], [-3.006, -1.832, 6.262], [0.400, -3.730, -1.878], [1.310, -2.596, 0.141], [-9.512, 2.654, -0.036], [5.148, -2.474, -1.940], [-6.863, -1.222, -0.605], [10.440, 2.367, -3.590], [0.391, -0.664, 1.831], [-2.011, 0.275, 5.368], [3.773, 2.589, -4.341], [1.295, 1.637, -4.775], [-0.055, 3.345, 2.040], [2.564, 1.392, 5.154], [-2.182, 0.755, 2.059], [4.826, -5.733, -0.217], [2.476, 0.611, -0.596]]}

=====

{"formula": "C7H11N4", "method": "ωB97M-V/def2-TZVPD", "energy_ha": -492.003391, "charge": 1, "e_lumo_ev": -3.6, "e_homo_ev": -13.60, "homo_lumo_gap_ev": 10.012, "relative_energy_ev": 4.0495, "elements": ["N", "N", "N", "N", "C", "C", "C", "C", "C", "C", "C", "H", "H", "H", "H", "H", "H", "H", "H", "H", "H", "H"], "positions_angstrom": [[1.635, -0.400, -1.293], [-0.319, 0.396, 1.491], [-1.435, 2.139, 2.951], [0.864, -0.320, -0.215], [2.061, -1.004, -3.575], [-0.157, -0.999, 1.651], [0.234, 0.721, 0.306], [-1.129, -2.169, -2.514], [1.159, -0.927, -2.362], [-0.080, -1.569, -2.448], [0.645, -1.418, 0.609], [-2.148, 1.494, 3.258], [-0.617, 1.174, 2.049], [-1.252, 2.757, 3.702], [-0.571, -1.580, 2.502], [0.306, 1.619, -0.182], [0.986, -2.341, 0.320], [-1.784, 2.633, 2.135], [2.857, -0.280, -3.427], [2.534, -1.999, -3.624], [-2.052, -2.662, -2.406], [1.436, -1.132, -4.572]]}

=====

{"formula": "C19H26N4O3", "method": "ωB97M-V/def2-TZVPD", "energy_ha": -1183.810795, "e_lumo_ev": -0.1, "e_homo_ev": -8.60, "homo_lumo_gap_ev": 8.507, "relative_energy_ev": 17.4299, "elements": ["O", "O", "O", "N", "N", "N", "N", "C", "C", "C", "C", "C", "C", "C", "C", "C", "C", "C", "C", "C", "C", "C", "C", "C", "C", "C", "H", "H", "H", "H", "H", "H", "H", "H", "H", "H", "H", "H", "H", "H", "H", "H", "H", "H", "H", "H", "H", "H", "H", "H", "H", "H"], "positions_angstrom": [[-3.322, 3.750, -0.569], [-0.002, 0.502, 0.715], [0.910, 5.189, 0.114], [3.461, -0.813, -0.423], [-1.168, 4.312, -0.270], [-1.633, 2.223, 0.120], [2.421, 1.315, 0.944], [2.533, -0.852, -1.470], [0.362, 4.101, 0.115], [0.574, 2.787, 0.425], [-5.605, -2.139, 0.146], [1.268, -1.437, -1.617], [-4.410, -0.345, -0.781], [-4.918, -3.314, 0.110], [4.187, -2.071, -0.360], [2.019, 2.383, 0.584], [-2.899, 0.441, 1.333], [4.482, -2.471, 1.027], [-2.117, 3.269, -0.232], [-3.371, 0.785, -1.132], [3.951, 1.135, 0.896], [-0.357, 1.757, 0.250], [-3.963, -0.300, 1.407], [-4.665, -0.948, 0.300], [4.176, 0.341, -0.139], [-2.714, 1.141, 0.044], [-4.345, -3.225, -0.986], [-3.104, 1.356, -2.045], [3.124, -1.397, -2.448], [5.128, -2.203, -1.087], [3.568, -2.780, -0.627], [2.302, 0.104, -1.779], [0.772, -0.953, -0.600], [1.507, -2.626, -1.112], [2.561, 3.504, 0.542], [5.213, -1.852, 1.508], [5.346, -0.010, 0.095], [0.664, -1.761, -2.271], [4.396, 1.934, 0.971], [-1.211, 5.229, -0.554], [3.642, -2.345, 1.775], [-4.223, -0.894, 2.225], [-6.380, -1.734, -0.497], [-5.552, -4.123, 0.060], [-4.143, -3.546, 0.739], [-6.079, -1.942, 1.231], [-2.373, 0.586, 2.120], [3.956, 0.447, 1.960], [1.908, 0.457, 0.917], [4.907, -3.506, 1.264], [-4.993, -0.420, -1.793], [4.209, 0.961, -1.142]]}

=====

{"formula": "C3H7NO", "method": "ωB97M-V/def2-TZVPD", "energy_ha": -248.373461, "s_squared": 0.75, "charge": -1, "e_lumo_ev": [4.3, 4.2], "e_homo_ev": [0.53, -3.04], "multiplicity": 2, "homo_lumo_gap_ev": [3.775, 7.263], "relative_energy_ev": 2.2542, "elements": ["O", "N", "C", "C", "C", "H", "H", "H", "H", "H", "H", "H"], "positions_angstrom": [[1.169, 1.118, -2.032], [0.475, -0.832, -0.423], [-1.339, -1.032, 1.328], [0.597, 1.707, -1.124], [-0.037, -0.917, 0.937], [0.212, -0.340, -1.276], [0.769, -0.716, 1.574], [-2.093, -1.148, 0.568], [-0.473, 1.924, -1.297], [1.433, -1.228, -0.515], [-1.540, -0.683, 2.391], [0.827, 2.148, -0.131]]}

=====

Please write out number 7 again, unchanged.
{"formula": "C19H26N4O3", "method": "ωB97M-V/def2-TZVPD", "energy_ha": -1183.810795, "e_lumo_ev": -0.1, "e_homo_ev": -8.60, "homo_lumo_gap_ev": 8.507, "relative_energy_ev": 17.4299, "elements": ["O", "O", "O", "N", "N", "N", "N", "C", "C", "C", "C", "C", "C", "C", "C", "C", "C", "C", "C", "C", "C", "C", "C", "C", "C", "C", "H", "H", "H", "H", "H", "H", "H", "H", "H", "H", "H", "H", "H", "H", "H", "H", "H", "H", "H", "H", "H", "H", "H", "H", "H", "H"], "positions_angstrom": [[-3.322, 3.750, -0.569], [-0.002, 0.502, 0.715], [0.910, 5.189, 0.114], [3.461, -0.813, -0.423], [-1.168, 4.312, -0.270], [-1.633, 2.223, 0.120], [2.421, 1.315, 0.944], [2.533, -0.852, -1.470], [0.362, 4.101, 0.115], [0.574, 2.787, 0.425], [-5.605, -2.139, 0.146], [1.268, -1.437, -1.617], [-4.410, -0.345, -0.781], [-4.918, -3.314, 0.110], [4.187, -2.071, -0.360], [2.019, 2.383, 0.584], [-2.899, 0.441, 1.333], [4.482, -2.471, 1.027], [-2.117, 3.269, -0.232], [-3.371, 0.785, -1.132], [3.951, 1.135, 0.896], [-0.357, 1.757, 0.250], [-3.963, -0.300, 1.407], [-4.665, -0.948, 0.300], [4.176, 0.341, -0.139], [-2.714, 1.141, 0.044], [-4.345, -3.225, -0.986], [-3.104, 1.356, -2.045], [3.124, -1.397, -2.448], [5.128, -2.203, -1.087], [3.568, -2.780, -0.627], [2.302, 0.104, -1.779], [0.772, -0.953, -0.600], [1.507, -2.626, -1.112], [2.561, 3.504, 0.542], [5.213, -1.852, 1.508], [5.346, -0.010, 0.095], [0.664, -1.761, -2.271], [4.396, 1.934, 0.971], [-1.211, 5.229, -0.554], [3.642, -2.345, 1.775], [-4.223, -0.894, 2.225], [-6.380, -1.734, -0.497], [-5.552, -4.123, 0.060], [-4.143, -3.546, 0.739], [-6.079, -1.942, 1.231], [-2.373, 0.586, 2.120], [3.956, 0.447, 1.960], [1.908, 0.457, 0.917], [4.907, -3.506, 1.264], [-4.993, -0.420, -1.793], [4.209, 0.961, -1.142]]}